Entry from the Open Molecules 2025 dataset: 13 unconnected molecules or ions with the total composition C21H69N15O13 at a distorted geometry (the ωB97M-V functional and the def2-TZVPD basis).

Cartesian coordinates (Å):
C 3.07 -0.47 3.06
C 4.29 0.21 3.79
O 4.85 -0.70 4.65
H 3.29 -1.19 2.28
H 2.56 0.26 2.44
H 2.38 -0.86 3.81
H 4.04 1.17 4.25
H 5.15 0.41 3.16
H 5.51 -0.29 5.21
C -0.15 5.22 -1.61
C -0.65 3.86 -1.20
O -0.37 3.02 -2.20
H -0.89 5.89 -2.05
H 0.58 5.29 -2.41
H 0.16 5.85 -0.77
H -1.71 3.99 -0.98
H -0.10 3.47 -0.34
H -0.75 2.18 -1.94
C -0.03 -2.99 -5.66
C -1.15 -2.12 -5.36
O -0.91 -1.58 -4.08
H -0.06 -3.83 -4.96
H 0.96 -2.53 -5.65
H -0.02 -3.43 -6.65
H -2.04 -2.73 -5.18
H -1.33 -1.35 -6.11
H -1.02 -2.21 -3.37
C 2.90 1.21 -4.08
C 4.27 0.56 -4.14
O 4.38 -0.51 -5.03
H 2.78 1.61 -3.07
H 2.05 0.61 -4.41
H 2.73 2.20 -4.50
H 4.45 0.19 -3.13
H 5.12 1.22 -4.24
H 4.86 -1.27 -4.68
C -1.14 -3.81 2.58
C 0.09 -3.44 1.74
O 1.25 -3.25 2.47
H -1.52 -3.00 3.20
H -0.67 -4.56 3.22
H -1.93 -4.16 1.92
H -0.18 -2.57 1.14
H 0.14 -4.23 0.99
H 1.95 -2.96 1.88
C -3.73 3.55 1.47
O -4.03 4.71 1.16
N -4.41 2.52 1.16
N -2.76 3.08 2.16
H -3.82 1.73 0.92
H -5.33 2.68 0.78
H -2.04 3.73 2.46
H -2.91 2.17 2.57
C -1.19 2.33 4.94
O -1.18 3.32 4.22
N -0.56 1.23 4.70
N -1.91 2.23 6.00
H -0.70 0.38 5.22
H -0.08 1.27 3.82
H -2.57 2.98 6.13
H -2.16 1.25 6.10
C -0.34 0.25 0.46
O 0.23 0.96 1.32
N 0.00 0.22 -0.82
N -1.57 -0.13 0.66
H -0.42 -0.58 -1.26
H 0.92 0.62 -0.98
H -2.06 -0.66 -0.04
H -1.85 -0.16 1.63
C 2.27 3.54 2.47
O 3.40 3.21 2.30
N 1.83 3.92 3.71
N 1.34 3.58 1.59
H 0.86 3.86 4.00
H 2.57 4.04 4.38
H 0.45 3.25 1.92
H 1.54 3.42 0.61
C -4.35 -0.69 3.02
O -3.84 -1.75 2.80
N -3.73 0.40 3.37
N -5.63 -0.52 2.77
H -2.79 0.25 3.71
H -4.25 1.27 3.40
H -6.02 0.40 2.88
H -6.20 -1.33 2.55
C -3.24 0.67 -2.66
O -3.15 -0.24 -1.86
N -2.48 0.85 -3.65
N -3.94 1.73 -2.47
H -1.78 0.14 -3.82
H -2.37 1.74 -4.11
H -4.30 2.28 -3.23
H -4.42 1.92 -1.60
C -1.62 -3.37 -1.30
O -0.69 -2.62 -1.55
N -2.88 -3.03 -1.27
N -1.59 -4.66 -1.05
H -3.42 -3.63 -0.67
H -3.15 -2.09 -1.55
H -0.71 -5.13 -0.85
H -2.43 -5.22 -1.08
C 2.11 -2.44 -2.71
C 2.82 -3.04 -1.60
C 3.28 -1.97 -0.57
O 4.29 -1.14 -1.03
C 4.67 0.05 -0.32
N 1.90 -3.96 -0.98
H 1.54 -1.58 -2.37
H 1.51 -3.11 -3.34
H 2.90 -2.05 -3.35
H 3.64 -3.66 -1.96
H 3.70 -2.47 0.31
H 2.38 -1.41 -0.32
H 3.82 0.70 -0.10
H 5.47 0.49 -0.92
H 5.00 -0.23 0.67
H 2.01 -4.72 -1.63
H 0.96 -3.70 -1.27

For the HOMO-LUMO gap, the calculation gives 8.81 eV. The value obtained for the total energy is -71865.2966 eV. As for the spin multiplicity: 1. The net charge is 0. The calculation puts the HOMO energy at -8.81 eV. The calculation puts the LUMO energy at -0.01 eV.



Entry from the Open Molecules 2025 dataset: 12 unconnected molecules or ions with the total composition C21H69N21O12 at a distorted geometry (the ωB97M-V functional and the def2-TZVPD basis).

Cartesian coordinates (Å):
C -15.30 -15.79 -11.16
O -14.45 -14.74 -10.79
C -15.03 -13.66 -10.03
C -14.02 -12.48 -9.94
C -12.76 -12.76 -9.16
N -14.64 -11.28 -9.28
H -15.15 -16.64 -10.49
H -15.16 -16.15 -12.18
H -16.35 -15.51 -11.15
H -16.00 -13.33 -10.39
H -15.26 -14.15 -9.09
H -13.81 -12.17 -10.97
H -12.17 -13.48 -9.73
H -13.11 -13.10 -8.18
H -12.11 -11.90 -9.00
H -15.54 -11.17 -9.73
H -14.03 -10.52 -9.56
C -16.91 -5.79 -1.87
O -16.51 -6.66 -2.92
C -16.08 -6.01 -4.16
C -14.65 -5.33 -4.18
C -14.70 -3.86 -4.00
N -13.98 -5.62 -5.45
H -17.72 -6.44 -1.55
H -17.41 -4.96 -2.36
H -16.17 -5.70 -1.07
H -16.15 -6.71 -5.00
H -16.89 -5.29 -4.30
H -14.07 -5.64 -3.31
H -13.70 -3.44 -4.05
H -15.25 -3.58 -3.10
H -15.07 -3.26 -4.84
H -13.64 -6.51 -5.13
H -13.08 -5.17 -5.48
C -18.71 -8.51 -5.90
O -18.72 -9.02 -7.25
C -17.69 -8.32 -7.89
C -17.95 -8.41 -9.46
C -17.03 -7.62 -10.42
N -19.28 -8.05 -9.82
H -18.97 -7.46 -5.75
H -17.85 -8.81 -5.31
H -19.51 -9.10 -5.46
H -17.48 -7.30 -7.56
H -16.78 -8.81 -7.53
H -17.84 -9.48 -9.66
H -17.30 -7.77 -11.46
H -15.99 -7.93 -10.49
H -16.91 -6.54 -10.33
H -19.38 -7.04 -9.86
H -19.84 -8.14 -8.99
N -17.41 -9.95 -13.42
C -16.88 -10.85 -12.63
N -17.85 -11.64 -12.22
O -15.75 -11.06 -12.25
H -16.80 -9.29 -13.88
H -18.42 -9.94 -13.45
H -17.63 -12.13 -11.36
H -18.80 -11.31 -12.30
N -22.26 -6.63 -6.21
C -21.43 -6.45 -7.28
N -21.93 -6.84 -8.38
O -20.37 -5.88 -7.28
H -22.99 -7.31 -6.35
H -22.09 -6.17 -5.32
H -21.43 -6.69 -9.24
H -22.82 -7.30 -8.51
N -19.94 -7.71 -12.85
C -21.11 -7.40 -13.22
N -21.95 -7.92 -12.40
O -21.43 -6.67 -14.17
H -19.19 -7.17 -13.27
H -19.90 -8.05 -11.90
H -22.95 -7.85 -12.53
H -21.49 -8.51 -11.72
N -18.58 -4.45 -8.74
C -18.82 -4.61 -10.01
N -18.06 -3.82 -10.68
O -19.73 -5.22 -10.53
H -18.07 -3.66 -8.38
H -19.10 -5.11 -8.17
H -18.01 -3.96 -11.68
H -17.28 -3.38 -10.22
N -20.93 -10.41 -7.82
C -20.83 -11.35 -8.76
N -19.74 -11.27 -9.46
O -21.61 -12.20 -8.94
H -21.81 -10.16 -7.39
H -20.07 -9.94 -7.58
H -19.54 -12.01 -10.12
H -19.39 -10.33 -9.38
N -14.13 -10.10 -6.60
C -15.23 -10.39 -5.92
N -15.93 -11.24 -6.50
O -15.50 -9.97 -4.83
H -14.20 -10.38 -7.57
H -13.54 -9.34 -6.31
H -15.70 -11.64 -7.40
H -16.88 -11.43 -6.21
N -18.54 -6.05 -15.70
C -17.49 -6.33 -15.08
N -17.34 -5.76 -14.01
O -16.84 -7.34 -15.40
H -18.76 -6.72 -16.42
H -19.21 -5.35 -15.43
H -16.69 -6.04 -13.29
H -17.79 -4.86 -13.94
N -12.42 -7.57 -12.02
C -13.20 -8.51 -11.63
N -14.05 -8.76 -12.57
O -13.21 -9.02 -10.56
H -12.50 -7.26 -12.98
H -11.97 -7.00 -11.32
H -14.03 -8.34 -13.48
H -14.67 -9.50 -12.26
N -19.50 -6.39 -3.38
C -20.51 -5.92 -2.74
N -21.19 -6.88 -2.29
O -20.76 -4.75 -2.60
H -18.79 -5.85 -3.84
H -19.35 -7.34 -3.06
H -20.68 -7.75 -2.31
H -21.95 -6.66 -1.66

For the HOMO-LUMO gap, the calculation gives 9.23 eV. The value obtained for the total energy is -78758.6989 eV. As for the spin multiplicity: 1. The net charge is 0. The calculation puts the HOMO energy at -9.21 eV. The calculation puts the LUMO energy at 0.02 eV. The value obtained for the energy relative to the best compared isomer or geometry (same formula, charge and spin) is 8.459 eV. The SMILES is COC[C@H](C)N.COC[C@H](C)N.COC[C@H](C)N.NC(N)=O.NC(N)=O.NC(N)=O.NC(N)=O.NC(N)=O.NC(N)=O.NC(N)=O.NC(N)=O.NC(N)=O.



Entry from the Open Molecules 2025 dataset: 15 unconnected molecules or ions with the total composition C21H72N24O15 at a distorted geometry (the ωB97M-V functional and the def2-TZVPD basis).

Cartesian coordinates (Å):
C -15.66 15.22 6.41
C -17.06 15.90 6.06
C -18.19 15.11 6.73
O -16.93 17.25 6.52
H -14.88 15.84 5.99
H -15.60 14.17 6.11
H -15.55 15.33 7.49
H -17.04 15.83 4.98
H -18.25 14.05 6.47
H -19.15 15.62 6.62
H -18.03 15.20 7.80
H -16.09 17.72 6.46
C -16.00 19.27 3.43
C -15.51 18.05 2.74
C -14.31 18.21 1.89
O -15.05 17.13 3.71
H -16.40 18.93 4.38
H -16.85 19.72 2.92
H -15.22 20.01 3.58
H -16.39 17.64 2.24
H -13.53 18.74 2.44
H -14.47 18.79 0.98
H -13.89 17.25 1.58
H -15.33 16.24 3.49
C -14.23 12.97 10.12
C -14.49 14.49 10.30
C -15.76 14.79 11.12
O -13.37 14.93 11.06
H -14.56 12.36 10.96
H -13.19 12.74 9.88
H -14.75 12.62 9.23
H -14.59 14.94 9.31
H -15.60 14.74 12.20
H -16.54 14.10 10.80
H -15.95 15.82 10.83
H -13.32 15.88 10.91
C -19.69 14.64 11.77
O -20.05 15.42 12.66
N -19.10 13.51 11.96
N -20.03 14.72 10.52
H -19.09 13.13 12.89
H -18.64 12.95 11.25
H -19.64 14.03 9.90
H -20.72 15.35 10.13
C -18.35 11.43 8.72
O -18.55 12.57 9.10
N -17.23 10.98 8.33
N -19.32 10.50 8.83
H -17.13 9.98 8.24
H -16.45 11.58 8.56
H -19.28 9.56 8.47
H -20.11 10.77 9.40
C -19.75 17.30 3.88
O -19.55 18.20 3.09
N -20.41 17.39 4.96
N -19.41 16.03 3.67
H -20.12 16.79 5.73
H -20.78 18.30 5.21
H -19.85 15.31 4.22
H -18.76 15.81 2.92
C -17.90 18.62 9.78
O -17.58 19.74 9.35
N -18.08 17.46 9.22
N -18.21 18.46 10.99
H -18.43 16.72 9.82
H -17.99 17.31 8.23
H -18.15 19.32 11.51
H -18.32 17.56 11.44
C -20.20 12.32 5.55
O -20.39 13.05 4.60
N -20.63 12.70 6.73
N -19.60 11.19 5.52
H -20.43 12.08 7.50
H -21.28 13.47 6.86
H -19.29 11.07 4.56
H -19.38 10.58 6.29
C -19.92 20.63 6.81
O -20.77 20.98 5.94
N -19.81 21.16 8.00
N -18.88 19.95 6.50
H -20.59 21.71 8.32
H -19.09 20.91 8.66
H -18.76 19.50 5.60
H -18.38 19.68 7.34
C -13.91 18.14 9.86
O -13.10 17.75 10.77
N -13.83 17.73 8.64
N -14.85 19.06 9.94
H -14.01 18.42 7.93
H -13.00 17.16 8.53
H -15.00 19.57 10.80
H -15.21 19.38 9.05
C -15.65 9.70 4.77
O -14.94 9.90 3.82
N -15.99 10.62 5.64
N -16.20 8.53 4.91
H -16.51 10.40 6.48
H -15.63 11.55 5.48
H -16.10 7.93 4.10
H -16.79 8.44 5.72
C -11.89 17.58 4.76
O -10.76 18.00 5.17
N -12.11 16.54 4.05
N -13.03 18.00 5.15
H -11.26 16.08 3.77
H -12.98 16.04 3.91
H -13.18 18.84 5.68
H -13.70 17.74 4.44
C -14.45 13.50 3.39
O -14.05 14.62 3.58
N -15.66 13.11 2.98
N -13.83 12.46 3.82
H -16.33 13.75 2.58
H -15.91 12.13 2.96
H -12.85 12.38 4.05
H -14.35 11.60 3.93
C -21.42 17.68 9.03
O -20.84 17.62 8.01
N -21.28 18.63 9.93
N -22.41 16.94 9.38
H -21.79 18.71 10.80
H -20.47 19.20 9.76
H -22.63 16.16 8.78
H -22.70 17.06 10.34
C -15.33 20.96 6.78
O -14.62 20.00 7.06
N -16.31 21.45 7.47
N -15.16 21.53 5.63
H -16.88 22.26 7.26
H -16.49 20.92 8.31
H -15.85 22.16 5.25
H -14.40 21.15 5.08

For the HOMO-LUMO gap (alpha / beta), the calculation gives 3.26 / 8.65 eV. The value obtained for the total energy is -89428.1894 eV. As for the spin multiplicity: 2. The net charge is -1. The calculation puts the HOMO energy (alpha / beta) at -1.43 / -6.86 eV. The calculation puts the LUMO energy (alpha / beta) at 1.82 / 1.79 eV. The value obtained for the energy relative to the best compared isomer or geometry (same formula, charge and spin) is 0.000 eV.



Entry from the Open Molecules 2025 dataset: 18 unconnected molecules or ions with the total composition C21H72NO22P at a distorted geometry (the ωB97M-V functional and the def2-TZVPD basis).

Cartesian coordinates (Å):
N 1.74 -2.29 1.22
C 2.86 -1.43 1.18
C 2.96 -0.16 0.68
P 1.88 0.83 -0.09
O 2.39 2.01 -1.06
O 0.29 0.73 -0.06
C 4.29 0.36 1.11
O 4.59 1.49 1.35
O 5.04 -0.71 1.49
C 4.21 -1.87 1.47
O 4.70 -2.96 1.45
H 1.18 -2.17 0.37
H 1.17 -1.93 1.98
H 3.29 1.82 -1.36
H -0.05 -0.18 -0.12
C -1.92 -0.64 2.03
O -0.73 -0.85 2.80
H -1.89 0.38 1.66
H -1.96 -1.32 1.18
H -2.81 -0.76 2.65
H -0.76 -1.76 3.13
C 7.10 0.49 -1.25
O 5.85 1.16 -1.46
H 6.89 -0.42 -0.70
H 7.58 0.24 -2.20
H 7.78 1.11 -0.66
H 6.01 1.98 -1.93
C 1.40 -5.88 3.02
O 0.17 -5.27 2.63
H 1.16 -6.84 3.47
H 2.06 -6.03 2.16
H 1.92 -5.26 3.76
H 0.42 -4.42 2.25
C 0.23 2.13 -4.01
O 0.94 3.21 -3.43
H -0.23 2.50 -4.92
H 0.89 1.29 -4.25
H -0.57 1.76 -3.35
H 1.34 2.89 -2.61
C 1.36 -2.82 6.22
O 2.26 -3.26 5.20
H 0.55 -3.54 6.28
H 1.87 -2.77 7.18
H 0.94 -1.84 5.99
H 2.98 -2.63 5.16
C -3.43 -1.02 -2.01
O -2.25 -1.35 -1.26
H -3.30 -0.01 -2.39
H -3.56 -1.72 -2.85
H -4.31 -1.05 -1.37
H -2.34 -2.25 -0.93
C -2.43 3.46 -1.03
O -1.93 2.54 -0.07
H -3.42 3.77 -0.72
H -1.79 4.35 -1.10
H -2.50 3.00 -2.02
H -1.05 2.26 -0.34
C 3.39 -2.27 -2.02
O 1.98 -2.05 -1.98
H 3.84 -1.59 -1.31
H 3.63 -3.30 -1.73
H 3.80 -2.07 -3.01
H 1.55 -2.65 -2.60
C -4.98 1.58 1.34
O -4.26 0.92 0.30
H -5.92 1.06 1.48
H -4.43 1.56 2.27
H -5.20 2.62 1.07
H -3.42 1.40 0.18
C -1.35 -2.55 -4.76
O -0.10 -2.83 -4.12
H -1.29 -1.54 -5.15
H -1.52 -3.25 -5.59
H -2.18 -2.63 -4.05
H -0.15 -3.73 -3.78
C -4.92 5.31 -2.70
O -4.88 5.76 -1.35
H -5.09 4.24 -2.70
H -5.74 5.78 -3.26
H -3.98 5.51 -3.21
H -4.74 6.71 -1.35
C -4.38 2.43 -5.64
O -5.44 2.83 -4.79
H -4.12 3.30 -6.25
H -3.49 2.13 -5.07
H -4.67 1.61 -6.30
H -5.68 2.08 -4.24
C -1.12 0.35 6.34
O -1.23 -0.74 7.25
H -0.10 0.72 6.38
H -1.34 0.03 5.32
H -1.80 1.16 6.62
H -2.13 -1.07 7.22
C -5.97 2.75 5.50
O -5.22 2.09 4.48
H -6.90 2.20 5.61
H -5.44 2.75 6.45
H -6.20 3.78 5.22
H -4.40 2.57 4.37
C 6.10 -1.14 -4.50
O 5.12 -0.23 -4.01
H 5.62 -1.74 -5.27
H 6.95 -0.62 -4.95
H 6.46 -1.80 -3.71
H 5.53 0.30 -3.32
C -1.75 0.93 -7.27
O -0.98 0.30 -6.25
H -2.80 0.76 -7.03
H -1.58 2.01 -7.30
H -1.54 0.51 -8.26
H -0.05 0.45 -6.44
C 5.13 -2.11 8.19
O 3.90 -1.50 7.81
H 4.89 -3.07 8.63
H 5.79 -2.26 7.33
H 5.66 -1.51 8.94
H 4.09 -0.65 7.43

For the HOMO-LUMO gap, the calculation gives 6.75 eV. The value obtained for the total energy is -78759.3848 eV. As for the spin multiplicity: 1. The net charge is 0. The calculation puts the HOMO energy at -7.00 eV. The calculation puts the LUMO energy at -0.24 eV.